# C15H30NO4PPb

A molecular structure, C15H30NO4PPb (ωB97M-V with the def2-TZVPD basis set, the Open Molecules 2025 dataset).

Calculated values
LUMO energy (alpha / beta) (eV): -16.8 / -17.9
Energy (Eh): -1477.62215
HOMO energy (alpha / beta) (eV): -22.34 / -22.45
Kohn-Sham gap (alpha / beta) (eV): 5.55 / 4.58
Charge: +4

Each line ends with the natural charge from an NBO analysis.
CARTESIAN COORDINATES (ANGSTROEM)
Pb1 0.6487 -0.6153 1.2167  1.30
C1 -1.6791 -0.2589 0.3563  0.46
O1 -2.7576 0.1152 0.5197  -0.31
C2 0.2897 1.8905 1.1772  0.46
O2 -0.0382 2.9028 1.6053  -0.29
C3 3.0438 0.7211 1.4762  0.46
O3 3.9242 1.4107 1.6986  -0.30
C4 -1.2016 1.1782 -2.5043  -0.55
P1 0.2389 0.3393 -1.6808  1.26
H1 0.5246 -1.1292 -3.5307  0.31
H2 -2.0491 0.5225 -2.2523  0.24
C5 1.6836 1.1065 -2.5828  -0.53
H3 1.4126 0.9855 -3.6431  0.31
C6 -1.0837 1.2382 -4.0304  -0.61
H4 -0.8615 0.2603 -4.4738  0.23
H5 -0.3221 1.9577 -4.3589  0.24
H6 -2.0487 1.5740 -4.4360  0.30
C7 -1.5109 2.5558 -1.9048  -0.62
H7 -0.7709 3.3128 -2.1921  0.24
C8 1.1023 -2.3771 -1.8715  -0.62
H8 -1.5816 2.5302 -0.8118  0.18
H9 -2.4869 2.8832 -2.2940  0.28
C9 -1.2659 -1.8843 -2.5620  -0.62
H10 0.7292 -2.7073 -0.8887  0.17
H11 1.1104 -3.2649 -2.5217  0.30
H12 2.1381 -2.0366 -1.7596  0.24
C10 0.1699 -1.3383 -2.5074  -0.54
H13 -1.2220 -2.9565 -2.8014  0.28
H14 -1.8674 -1.3987 -3.3416  0.26
H15 -1.7770 -1.7688 -1.5926  0.19
C11 2.9942 0.3643 -2.3199  -0.62
H16 3.2102 0.2702 -1.2456  0.19
H17 3.8171 0.9381 -2.7691  0.29
H18 3.0024 -0.6283 -2.7835  0.24
C12 1.8246 2.5968 -2.2600  -0.63
H19 1.7964 2.7881 -1.1788  0.19
H20 1.0621 3.2123 -2.7522  0.24
H21 2.8000 2.9476 -2.6263  0.28
H22 0.1852 -3.0838 1.0468  0.06
H23 0.0849 -2.9340 1.7949  0.00
C13 -0.5488 -2.2938 5.6241  -0.46
N1 -1.0996 -0.9435 5.4885  -0.03
C14 -1.8339 -0.3638 6.6052  -0.46
C15 -0.8969 -0.2201 4.3917  0.57
O4 -0.2474 -0.6618 3.4001  -0.60
H24 -0.8444 -2.6470 6.6147  0.29
H25 0.5451 -2.2765 5.5453  0.31
H26 -0.9563 -2.9596 4.8540  0.30
H27 -1.3372 0.5493 6.9592  0.33
H28 -2.8540 -0.0958 6.3000  0.33
H29 -1.8673 -1.1048 7.4050  0.29
H30 -1.3279 0.7976 4.3982  0.23

# C15H30NO4RbS

A molecular structure, C15H30NO4RbS (ωB97M-V with the def2-TZVPD basis set, the Open Molecules 2025 dataset).

Calculated values
LUMO energy (alpha / beta) (eV): -2.2 / -3.2
Energy (Eh): -1367.23911
HOMO energy (alpha / beta) (eV): -11.70 / -12.06
Kohn-Sham gap (alpha / beta) (eV): 9.49 / 8.88
Charge: +1
2S+1: 2

Each line ends with the natural charge from an NBO analysis.
CARTESIAN COORDINATES (ANGSTROEM)
Rb1 -0.3453 1.9533 -0.8763  0.98
C1 -2.3133 -2.3547 2.2390  -0.61
C2 -1.9586 -1.1396 3.2039  0.11
C3 -1.4673 -1.7209 4.5602  -0.42
C4 0.0309 -2.0179 4.5691  -0.40
C5 0.8345 -0.8814 4.0855  -0.40
C6 0.4737 -0.3897 2.6236  0.12
N1 -1.0035 -0.1767 2.6253  0.01
O1 -1.5011 0.4416 1.4012  -0.47
C7 1.0292 -1.4330 1.6435  -0.63
C8 1.2876 0.9581 2.4002  -0.60
C9 -3.2936 -0.3418 3.5682  -0.60
H1 -2.5622 -1.9364 1.2637  0.23
H2 -3.1574 -2.9691 2.5520  0.23
H3 -1.3914 -2.9335 2.1834  0.20
H4 -1.7702 -2.7641 4.6501  0.23
H5 -1.7553 -1.1711 5.4562  0.22
H6 0.2577 -2.8200 3.8666  0.19
H7 0.4487 -2.2324 5.5527  0.23
H8 1.9089 -1.0503 4.1576  0.22
H9 0.7050 -0.0182 4.7384  0.20
H10 0.6064 -2.4194 1.8344  0.21
H11 2.1135 -1.5382 1.6802  0.23
H12 0.8088 -1.1299 0.6200  0.21
H13 2.3327 0.9175 2.7072  0.23
H14 0.8819 1.7330 3.0507  0.22
H15 1.1877 1.2332 1.3502  0.18
H16 -3.2404 0.2098 4.5069  0.21
H17 -4.0722 -1.0693 3.7974  0.22
H18 -3.5752 0.3630 2.7858  0.23
C10 -0.7506 4.7409 -5.7123  -0.78
S1 -1.2412 3.4874 -4.3599  1.15
O2 -0.2688 3.5353 -3.1492  -1.01
C11 -2.8968 4.3099 -3.8883  -0.79
H19 -1.5161 4.7663 -6.4878  0.24
H20 0.1951 4.4804 -6.1874  0.25
H21 -0.5968 5.7459 -5.3192  0.24
H22 -3.2864 4.7534 -4.8046  0.24
H23 -2.8736 5.1666 -3.2148  0.24
H24 -3.6035 3.5833 -3.4871  0.24
O3 0.7902 -0.1731 -2.5906  -0.65
C12 1.8459 -0.7357 -2.8988  0.82
O4 2.9109 -0.7548 -2.1318  -0.46
C13 4.0119 -1.3831 -2.7827  -0.08
C14 3.4390 -2.1919 -4.0145  -0.43
C15 2.0779 -1.5177 -4.1923  -0.54
H25 4.6917 -2.0619 -2.2675  0.22
H26 4.6528 -0.5654 -3.1123  0.19
H27 3.4208 -3.2733 -3.8797  0.22
H28 4.1014 -2.0709 -4.8716  0.23
H29 1.3205 -2.2789 -4.3795  0.26
H30 2.0754 -0.8649 -5.0652  0.25

# C15H30O5

5 unconnected molecules or ions with the total composition C15H30O5 (ωB97M-V with the def2-TZVPD basis set, the Open Molecules 2025 dataset).

Calculated values
LUMO energy (eV): 0.4
SMILES: CC(C)=O.CC(C)=O.CC(C)=O.CC(C)=O.CC(C)=O
Energy (Eh): -965.70719
HOMO energy (eV): -8.89
Kohn-Sham gap (eV): 9.32

Each line ends with the natural charge from an NBO analysis.
CARTESIAN COORDINATES (ANGSTROEM)
C1 -1.4315 -0.4180 5.2064  -0.73
C2 -0.0083 -0.8049 5.4972  0.60
C3 0.2316 -2.2024 6.0296  -0.72
O1 0.8913 0.0038 5.4382  -0.55
H1 -1.7076 -0.8939 4.2644  0.27
H2 -1.4687 0.6675 5.1136  0.23
H3 -2.1023 -0.6339 6.0385  0.22
H4 -0.3777 -2.3401 6.9295  0.22
H5 1.2400 -2.4224 6.3741  0.23
H6 -0.0859 -2.9344 5.2844  0.23
C4 -4.7265 1.1424 -1.3568  -0.72
C5 -5.1345 -0.2924 -1.3467  0.59
C6 -5.4308 -0.9444 -2.6672  -0.73
O2 -5.2379 -0.9597 -0.3401  -0.54
H7 -4.9334 1.6353 -0.4095  0.24
H8 -5.3161 1.6489 -2.1206  0.22
H9 -3.6546 1.1564 -1.5673  0.24
H10 -5.3772 -0.2807 -3.5340  0.21
H11 -6.4186 -1.3996 -2.7358  0.24
H12 -4.6967 -1.7387 -2.8254  0.24
C7 -1.1200 -0.9986 -0.1968  -0.73
C8 -0.3408 -0.8616 1.0654  0.60
C9 1.0347 -0.2757 1.0269  -0.73
O3 -0.7908 -1.3087 2.1025  -0.57
H13 -0.7747 -1.7920 -0.8592  0.25
H14 -1.0641 -0.0783 -0.7948  0.21
H15 -2.1870 -1.1178 -0.0035  0.24
H16 1.7073 -1.0843 0.7361  0.25
H17 1.3304 0.1186 1.9977  0.24
H18 1.1541 0.5413 0.3148  0.22
C10 3.4310 -0.8585 -2.8342  -0.72
C11 2.3330 -1.8848 -2.6581  0.60
C12 1.9738 -2.7476 -3.8531  -0.72
O4 1.8073 -2.0775 -1.5858  -0.56
H19 3.0362 -0.1177 -3.5404  0.23
H20 4.3364 -1.3174 -3.2200  0.23
H21 3.5797 -0.3201 -1.9037  0.24
H22 1.4020 -2.0589 -4.4905  0.23
H23 1.3852 -3.5786 -3.4816  0.24
H24 2.8070 -3.0683 -4.4747  0.23
C13 3.1253 2.4951 -1.6409  -0.72
C14 2.6590 3.5574 -0.6506  0.60
C15 3.2168 4.9528 -0.7578  -0.72
O5 1.8306 3.2526 0.1751  -0.54
H25 4.0483 2.1527 -1.1550  0.24
H26 3.4313 2.8879 -2.6102  0.22
H27 2.3651 1.7292 -1.7139  0.23
H28 4.2185 4.9245 -1.1845  0.22
H29 3.2720 5.3653 0.2504  0.24
H30 2.5378 5.5801 -1.3320  0.24

# C15H31BF4FeP2

A molecular structure, C15H31BF4FeP2 (ωB97M-V with the def2-TZVPD basis set, the Open Molecules 2025 dataset).

Calculated values
LUMO energy (alpha / beta) (eV): -0.9 / -1.0
Energy (Eh): -2960.78920
HOMO energy (alpha / beta) (eV): -7.59 / -7.64
Kohn-Sham gap (alpha / beta) (eV): 6.71 / 6.67
2S+1: 5

Each line ends with the natural charge from an NBO analysis.
CARTESIAN COORDINATES (ANGSTROEM)
P1 0.3577 -2.5169 0.7289  0.74
P2 -0.1796 2.2269 1.8797  0.86
C1 0.9466 1.1830 -0.3776  -0.50
C2 0.3088 2.4481 0.0105  -0.80
H1 0.3304 0.4428 -1.1380  0.17
H2 2.0342 0.9599 -0.4180  0.22
H3 1.0406 3.2813 0.1183  0.24
H4 -0.5682 2.7601 -0.5759  0.24
C3 -1.7733 3.0261 2.2172  -0.98
H5 -1.8689 3.0403 3.3393  0.31
H6 -2.5924 2.4122 1.8000  0.23
H7 -1.7843 4.0619 1.8272  0.21
C4 1.0331 3.3126 2.6986  -0.96
H8 0.7321 4.3583 2.5571  0.21
H9 2.0268 3.0974 2.3002  0.22
H10 0.9873 3.0781 3.7930  0.31
C5 -1.0466 -3.5952 0.2783  -0.93
H11 -1.4552 -4.0180 1.2173  0.25
H12 -0.7637 -4.3765 -0.4625  0.25
H13 -1.8527 -2.9483 -0.1703  0.22
C6 1.9282 -3.4400 0.4289  -0.94
H14 2.7007 -2.7545 0.0150  0.25
H15 1.7530 -4.2862 -0.2544  0.25
H16 2.2897 -3.8252 1.4161  0.26
Fe1 -0.4566 -0.3881 -0.1522  0.87
C7 0.3347 1.1500 -2.9131  -0.19
C8 -1.0086 1.1828 -2.7690  -0.22
C9 -2.0095 0.1876 -3.1510  -0.44
C10 -1.3722 -1.1907 -3.4205  -0.44
C11 -0.6827 -1.5572 -2.1454  -0.35
C12 0.6797 -1.5530 -1.9770  -0.14
C13 1.6152 -1.0050 -3.0216  -0.47
C14 1.1754 0.2415 -3.7693  -0.46
C15 0.1992 -1.9516 2.4181  -0.97
H17 0.8874 2.0659 -2.6087  0.23
H18 -1.4786 2.1526 -2.4489  0.22
H19 -2.5565 0.4943 -4.0307  0.23
H20 -2.7603 0.0762 -2.3488  0.21
H21 -2.1409 -1.9501 -3.7123  0.23
H22 -0.6769 -1.1712 -4.2789  0.21
H23 -1.3546 -2.1274 -1.4791  0.21
H24 1.2031 -2.2197 -1.2521  0.22
H25 1.8107 -1.8142 -3.7168  0.24
H26 2.5863 -0.8342 -2.5130  0.22
H27 2.0941 0.8095 -3.9887  0.23
H28 0.7926 0.0102 -4.7691  0.22
H29 -0.3949 -1.0039 2.5939  0.30
H30 1.2058 -1.8139 2.8474  0.27
H31 -0.2765 -2.8167 2.9109  0.23
F1 -0.5010 2.8560 5.3065  -0.59
B1 -0.4081 1.4180 5.3572  1.34
F2 -1.4488 0.8837 4.5394  -0.59
F3 0.7688 1.0301 4.6658  -0.59
F4 -0.4108 0.9102 6.5985  -0.54